The following is a DFT calculation (the ωB97M-V functional and the def2-TZVPD basis) of C5H8O2 as an isolated structure.

Geometry as XYZ:
```
15
Properties=species:S:1:pos:R:3:forces:R:3
C -1.480 1.213 -0.316 -0.1 0.0 0.1
C -0.295 0.310 -0.301 0.2 0.1 -0.2
C 0.224 -0.515 1.363 -0.1 0.0 0.3
O 1.495 -0.863 1.375 0.0 -0.2 0.2
C 1.058 0.386 -0.157 -0.3 0.2 -0.3
C 0.539 -0.593 -1.148 0.0 0.2 -0.2
O 0.665 -1.957 -0.936 0.1 -0.1 0.1
H -1.355 2.025 0.410 0.0 -0.2 -0.1
H -1.566 1.669 -1.310 0.0 -0.1 0.2
H -2.421 0.695 -0.106 0.2 0.0 0.0
H -0.526 -1.322 1.280 0.1 0.2 0.0
H -0.121 0.291 2.033 0.1 0.0 -0.1
H 1.893 1.031 0.082 -0.1 -0.1 0.1
H 0.694 -0.321 -2.194 0.1 0.0 0.1
H 1.201 -2.025 -0.115 -0.1 -0.1 -0.1
```
Forces are in eV/Å.

Values from the calculation:
largest force on an atom	0.49	eV/A
Kohn-Sham gap	8.75	eV
multiplicity	1
energy relative to the best compared isomer or geometry (same formula, charge and spin)	134.6	kcal per mole
LUMO	0.320	eV
highest occupied orbital energy	-8.430	eV
net charge	0

The following is a DFT calculation (the ωB97M-V functional and the def2-TZVPD basis) of C39H42Br3F6N2O6P3SSeZr as an isolated structure in a non-equilibrium geometry.

Geometry as XYZ:
```
104
Properties=species:S:1:pos:R:3:forces:R:3
Zr -1.097 0.909 0.643 0.4 0.7 -0.7
O 1.922 1.554 2.726 0.1 -0.1 0.1
C 1.767 1.349 1.548 -0.2 -0.2 -0.7
O 0.869 0.489 1.042 0.1 0.4 0.7
C 2.635 2.016 0.486 0.0 -0.1 0.1
P 1.896 1.932 -1.211 -0.1 -0.1 -0.3
C 3.095 0.791 -2.011 0.0 -0.1 0.1
C 3.950 1.120 -3.057 0.0 0.0 -0.1
C 4.762 0.151 -3.636 0.0 0.0 0.0
C 4.730 -1.157 -3.179 0.0 0.0 0.0
C 3.877 -1.497 -2.136 0.0 0.0 0.0
C 3.068 -0.531 -1.562 0.0 0.0 0.0
C 2.364 3.501 -2.015 0.1 0.1 0.1
C 1.621 3.840 -3.144 -0.1 0.0 0.0
C 1.917 4.985 -3.870 0.0 0.0 0.0
C 2.955 5.814 -3.466 0.0 0.0 0.0
C 3.696 5.492 -2.337 0.0 0.0 0.0
C 3.403 4.341 -1.621 0.0 0.0 0.0
H 3.581 1.469 0.479 0.1 0.1 0.1
H 2.826 3.034 0.827 0.0 0.0 -0.1
H 3.984 2.134 -3.436 0.0 0.0 0.0
H 5.420 0.426 -4.451 0.0 0.0 0.0
H 5.358 -1.911 -3.639 0.0 0.0 0.0
H 3.813 -2.519 -1.782 0.0 0.0 0.0
H 2.386 -0.817 -0.768 0.0 0.0 0.0
H 0.788 3.209 -3.436 0.0 0.0 0.0
H 1.330 5.235 -4.745 0.0 0.0 0.0
H 3.184 6.712 -4.028 0.0 0.0 0.0
H 4.503 6.137 -2.012 0.0 0.0 0.0
H 3.995 4.098 -0.746 0.0 0.0 0.0
Br 0.439 5.772 0.044 0.1 -0.1 0.0
C 0.198 4.971 1.730 0.1 0.2 0.3
C 0.437 5.737 2.892 0.0 -0.1 -0.1
C 0.212 5.212 4.127 0.0 -0.1 0.0
Br 0.574 6.275 5.659 0.0 0.0 0.0
C -0.315 3.901 4.278 0.0 0.2 0.1
C -0.669 3.299 5.501 0.0 0.0 0.0
C -1.246 2.063 5.491 0.0 -0.1 -0.1
C -1.452 1.409 4.264 0.0 0.0 0.1
N -1.092 1.912 3.111 0.3 -0.2 -0.1
C -0.533 3.153 3.111 -0.1 -0.1 -0.1
C -0.216 3.662 1.817 -0.1 -0.1 -0.1
O -0.358 2.868 0.795 -0.1 -0.2 -0.1
H 0.803 6.748 2.783 0.0 0.0 0.0
H -0.498 3.829 6.428 0.0 0.0 0.0
H -1.556 1.578 6.407 0.0 0.0 0.0
H -1.946 0.450 4.243 0.0 0.0 0.0
Br -1.821 2.040 -1.654 0.1 -0.2 0.1
C -2.811 -2.027 5.093 -0.1 0.0 0.0
C -1.321 -2.054 5.372 0.0 -0.1 0.0
O -0.573 -2.494 4.236 -0.1 -0.1 0.1
P -0.087 -1.352 3.155 0.2 0.0 -0.1
O 0.928 -2.295 2.334 0.0 -0.2 0.0
C 2.341 -2.142 2.493 0.0 0.1 -0.1
C 2.864 -2.993 3.631 0.0 0.0 0.0
O -1.321 -1.377 2.039 0.1 0.1 0.3
C -1.762 -2.707 1.587 -0.1 0.1 0.0
C -3.237 -2.712 1.281 0.0 0.0 0.0
H -3.353 -1.646 5.961 0.0 0.0 0.0
H -3.176 -3.031 4.873 0.0 0.0 0.0
H -3.050 -1.395 4.238 0.0 0.0 0.0
H -1.095 -2.763 6.170 0.0 0.0 0.0
H -0.958 -1.073 5.697 0.0 0.0 0.0
H 2.582 -1.088 2.651 0.0 0.0 0.0
H 2.771 -2.450 1.539 0.0 0.0 0.0
H 2.383 -2.724 4.572 0.0 0.0 0.0
H 3.940 -2.846 3.742 0.0 0.0 0.0
H 2.672 -4.050 3.443 0.0 0.0 0.0
H -1.525 -3.403 2.388 -0.1 0.0 0.0
H -1.170 -2.981 0.722 0.0 0.0 0.0
H -3.825 -2.320 2.111 0.0 0.0 0.0
H -3.544 -3.744 1.096 0.0 0.0 0.0
H -3.468 -2.128 0.394 0.0 0.0 0.0
S 0.585 -3.210 -1.343 -0.2 0.3 0.2
C -0.138 -1.811 -0.953 0.2 -0.4 -0.4
N -0.688 -0.807 -0.688 -0.1 0.1 0.3
C -3.024 -5.814 -4.894 0.0 0.0 0.0
C -2.311 -4.510 -4.666 0.0 0.0 0.0
C -0.954 -4.384 -4.941 0.0 0.0 0.0
C -0.277 -3.188 -4.749 -0.1 -0.1 0.0
C 1.199 -3.131 -5.018 0.0 0.0 0.0
C -0.995 -2.067 -4.285 0.0 -0.1 0.0
Se -0.103 -0.447 -3.999 0.1 0.2 -0.1
C -2.371 -2.176 -3.997 0.0 0.0 0.0
C -3.164 -1.022 -3.458 0.0 0.0 0.0
C -2.998 -3.401 -4.191 0.0 0.0 0.0
H -2.335 -6.657 -4.835 0.0 0.0 0.0
H -3.492 -5.837 -5.882 0.0 0.0 0.0
H -3.813 -5.965 -4.156 0.0 0.0 0.0
H -0.401 -5.247 -5.297 0.0 0.0 0.0
H 1.564 -4.114 -5.315 0.0 0.0 0.0
H 1.733 -2.802 -4.124 0.0 0.0 0.0
H 1.440 -2.417 -5.807 0.0 0.0 0.0
H -2.809 -0.710 -2.476 0.0 0.0 0.0
H -4.218 -1.291 -3.378 0.0 0.0 0.0
H -3.061 -0.141 -4.092 0.0 0.0 0.0
H -4.054 -3.487 -3.959 0.0 0.0 0.0
F -3.214 0.121 0.314 -0.2 0.1 0.2
P -4.242 1.053 1.328 0.1 -0.2 0.1
F -3.417 0.370 2.544 -0.2 0.0 0.1
F -5.033 1.968 2.344 0.0 0.1 -0.1
F -4.899 1.708 0.063 0.0 0.0 -0.1
F -2.985 2.161 1.240 -0.3 0.0 0.1
F -5.291 -0.131 1.360 -0.1 0.0 -0.1
```
Forces are in eV/Å.

Values from the calculation:
largest force on an atom	1.07	eV/A
Kohn-Sham gap (spin up / spin down)	7.35 / 6.25	eV
multiplicity	2
energy relative to the best compared isomer or geometry (same formula, charge and spin)	14.9	kcal per mole
LUMO (spin up / spin down)	1.852 / 0.924	eV
highest occupied orbital energy (spin up / spin down)	-5.501 / -5.329	eV
net charge	-1

The following is a DFT calculation (the ωB97M-V functional and the def2-TZVPD basis) of one molecule with the formula C7H8 in a non-equilibrium geometry.

Geometry as XYZ:
```
15
Properties=species:S:1:pos:R:3:forces:R:3
C -1.896 -0.497 -0.998 -0.5 0.4 0.6
C -0.651 0.031 -0.336 0.7 0.0 -0.5
C 0.526 0.210 -1.076 -0.3 0.3 0.3
C 1.761 0.266 -0.445 -0.3 0.4 -0.3
C 1.831 0.070 0.926 -0.2 0.7 0.3
C 0.656 0.123 1.674 0.4 0.4 -0.1
C -0.572 0.215 1.043 -0.6 -1.1 -0.3
H -2.734 0.207 -0.964 0.1 0.1 -0.1
H -1.741 -0.810 -2.026 0.1 0.1 0.0
H -2.227 -1.364 -0.415 0.0 0.0 -0.2
H 0.443 0.454 -2.130 0.1 -0.5 -0.1
H 2.604 0.602 -1.037 0.3 -0.5 0.1
H 2.761 0.076 1.479 0.2 -0.1 -0.2
H 0.766 0.182 2.745 -0.3 -0.1 0.2
H -1.528 0.235 1.561 0.3 0.0 0.4
```
Forces are in eV/Å.

Values from the calculation:
largest force on an atom	1.32	eV/A
Kohn-Sham gap	9.94	eV
multiplicity	1
energy relative to the best compared isomer or geometry (same formula, charge and spin)	9.7	kcal per mole
LUMO	1.100	eV
highest occupied orbital energy	-8.840	eV
net charge	0
SMILES	Cc1ccccc1

The following is a DFT calculation (the ωB97M-V functional and the def2-TZVPD basis) of C20H47CrNOP3 as an isolated structure in a non-equilibrium geometry.

Geometry as XYZ:
```
73
Properties=species:S:1:pos:R:3:forces:R:3
Cr -0.098 0.049 0.093 5.2 3.8 -5.4
P 1.808 0.791 1.488 1.1 0.6 1.1
P -1.306 0.084 -2.090 -1.0 0.1 -1.2
N 1.011 1.705 -1.215 -1.1 -3.0 1.3
C 2.720 2.059 0.511 0.1 -0.1 -0.5
H 3.061 2.851 1.193 0.0 -0.4 -0.2
H 3.610 1.601 0.046 -0.5 0.1 0.2
C 1.824 2.663 -0.552 1.2 1.0 0.7
H 1.314 3.532 -0.087 -0.6 -0.7 -0.3
H 2.432 3.137 -1.316 0.5 0.2 -0.1
C 0.309 2.316 -2.292 -0.7 0.6 -1.5
H 1.054 2.816 -2.903 0.2 0.1 -0.5
H -0.388 3.149 -2.051 0.4 -0.5 0.8
C -0.462 1.330 -3.148 0.6 0.1 0.0
H 0.226 0.831 -3.853 -0.3 0.1 0.4
H -1.214 1.878 -3.735 0.3 -0.3 0.1
C -3.058 0.789 -2.126 0.2 -0.1 0.4
C -3.976 0.201 -1.055 -0.2 0.0 0.2
H -4.979 0.654 -1.138 0.4 -0.1 0.0
H -3.600 0.427 -0.044 -0.2 -0.2 -0.3
H -4.098 -0.883 -1.172 0.0 0.3 0.1
C -1.141 -1.397 -3.222 0.2 -0.3 0.5
C -1.954 -2.605 -2.753 -0.3 -0.3 -0.2
H -1.847 -3.435 -3.482 0.0 0.5 0.4
H -3.041 -2.381 -2.694 0.6 -0.1 0.0
H -1.590 -2.963 -1.781 -0.3 0.0 -0.3
C 3.213 -0.409 1.772 -0.4 -0.4 -0.2
C 2.862 -1.515 2.769 0.2 -0.2 0.4
H 3.743 -2.171 2.926 -0.5 0.3 -0.1
H 2.043 -2.139 2.387 0.3 0.2 0.3
H 2.596 -1.107 3.768 0.1 -0.2 -0.6
C 1.434 1.804 3.034 -0.4 -0.2 -0.2
C 0.366 1.180 3.931 -0.2 0.0 0.1
H 0.206 1.822 4.814 0.0 -0.2 -0.4
H 0.668 0.190 4.299 -0.1 0.3 -0.1
H -0.599 1.104 3.405 0.3 -0.1 0.3
C -1.287 1.218 0.881 -5.8 4.9 4.1
O -2.060 1.910 1.422 3.4 -2.8 -2.5
C -1.354 -1.145 -4.718 -0.5 -0.3 0.3
H -2.414 -0.967 -4.928 0.4 -0.1 -0.1
H -0.767 -0.325 -5.097 0.1 0.2 -0.2
H -1.053 -2.060 -5.236 0.0 0.2 0.0
C 4.581 0.201 2.092 -0.3 -0.2 0.5
H 5.306 -0.617 2.058 0.0 0.2 0.0
H 4.882 0.958 1.386 0.2 0.2 -0.1
H 4.585 0.619 3.104 0.2 -0.1 -0.3
C 2.661 2.195 3.856 0.0 0.2 -0.1
H 2.317 2.906 4.616 0.2 -0.1 -0.1
H 3.099 1.337 4.371 -0.1 0.1 -0.1
H 3.419 2.698 3.244 0.0 -0.2 0.3
C -3.739 0.749 -3.492 0.1 0.3 0.0
H -4.009 -0.267 -3.788 0.0 0.1 0.0
H -4.664 1.331 -3.400 0.2 -0.1 -0.1
H -3.123 1.219 -4.268 -0.3 -0.2 0.0
H -2.902 1.853 -1.872 0.1 -0.2 0.0
H 1.008 2.735 2.620 0.1 -0.2 -0.1
H -0.074 -1.627 -3.054 -0.2 0.0 -0.1
H 3.256 -0.865 0.767 0.1 0.0 0.2
H 1.420 0.417 -1.333 -0.9 3.0 0.3
H 1.144 -0.580 -0.892 0.0 -0.9 0.2
C 0.180 -3.198 0.473 0.1 0.3 -0.1
P -0.760 -1.705 0.998 -1.9 -5.1 2.6
C -2.498 -2.202 0.770 -0.3 0.0 -0.2
C -0.715 -1.799 2.818 0.2 0.0 0.3
H 0.092 -3.314 -0.611 0.1 0.0 0.2
H -0.196 -4.100 0.976 0.0 0.3 -0.1
H 1.238 -3.055 0.710 -0.2 -0.1 -0.1
H -2.637 -3.121 1.350 0.0 0.1 -0.1
H -2.741 -2.406 -0.275 0.1 0.1 0.3
H -3.192 -1.439 1.142 0.2 -0.2 0.0
H -1.123 -2.778 3.088 0.1 0.1 0.0
H 0.300 -1.718 3.214 -0.3 0.0 -0.1
H -1.327 -1.017 3.281 0.0 -0.2 -0.2
```
Forces are in eV/Å.

Values from the calculation:
largest force on an atom	8.61	eV/A
Kohn-Sham gap (spin up / spin down)	8.28 / 7.09	eV
multiplicity	4
energy relative to the best compared isomer or geometry (same formula, charge and spin)	39.9	kcal per mole
LUMO (spin up / spin down)	-6.865 / -8.047	eV
highest occupied orbital energy (spin up / spin down)	-15.145 / -15.133	eV
net charge	+2

The following is a DFT calculation (the ωB97M-V functional and the def2-TZVPD basis) of a 2-piece molecular cluster, C7H11N2O overall in a non-equilibrium geometry.

Geometry as XYZ:
```
21
Properties=species:S:1:pos:R:3:forces:R:3
C -2.908 0.626 1.375 -0.3 -3.1 -2.1
C -1.094 -0.021 0.561 0.9 -1.0 -1.6
C -2.061 -0.862 0.056 0.5 1.5 0.2
C 2.386 -0.484 -0.455 0.7 -0.8 -1.3
C 2.268 0.205 0.918 1.4 -0.6 1.8
C 1.434 0.554 -0.214 -2.6 -0.8 0.7
C -2.068 -1.931 -0.960 4.8 0.2 1.6
N -3.229 -0.418 0.642 -0.2 1.0 0.8
N 1.502 1.928 -0.736 2.2 -1.2 4.6
O -1.631 0.899 1.352 2.0 1.2 0.4
H -3.485 1.202 1.977 -1.8 1.5 1.6
H 3.167 -0.398 -1.231 -0.1 0.5 0.8
H 2.022 -1.494 -0.474 -0.3 -0.3 0.1
H 1.841 -0.552 1.697 1.0 2.0 -1.3
H 3.112 0.946 1.227 -1.6 -1.5 -0.3
H -2.075 -1.577 -1.938 0.0 0.9 -1.7
H -1.066 -2.507 -0.817 -2.0 0.5 -0.4
H -2.901 -2.483 -0.826 -2.5 -2.3 0.5
H 1.185 1.951 -1.676 -1.0 0.9 -0.9
H 2.554 2.091 -0.653 -1.5 0.7 -0.6
H 1.048 2.325 0.175 0.3 0.7 -2.9
```
Forces are in eV/Å.

Values from the calculation:
largest force on an atom	5.26	eV/A
Kohn-Sham gap (spin up / spin down)	7.41 / 7.46	eV
multiplicity	1
energy relative to the best compared isomer or geometry (same formula, charge and spin)	174.9	kcal per mole
LUMO (spin up / spin down)	-5.121 / -4.742	eV
highest occupied orbital energy (spin up / spin down)	-12.529 / -12.203	eV
net charge	+1

Total energy, record by record: -9403.997 -388168.208 -7388.326 -81311.884 -12450.848 eV